1.
{
  "formula": "C11H13N9O6PdS",
  "method": "ωB97M-V with the def2-TZVPD basis set",
  "de_lowest_kj_mol": 3.0,
  "lumo_energy_ev": -1.94,
  "max_force_ha_per_bohr": 0.0068,
  "homo_lumo_gap_ev": 6.02,
  "species": ["Pd", "N", "N", "C", "N", "N", "N", "O", "O", "H", "H", "H", "H", "H", "N", "C", "C", "C", "C", "C", "C", "S", "O", "O", "O", "H", "H", "H", "H", "H", "H", "N", "C", "O", "C", "C", "N", "C", "N", "H", "H"],
  "xyz": [[0.1509, 0.3980, 0.7544], [2.4484, -0.5607, -0.3134], [2.9921, -1.4124, 0.6481], [2.2817, -1.7304, 1.7564], [2.7545, -2.7434, 2.4712], [1.2025, -0.9884, 2.0488], [0.5150, -1.2028, 3.2322], [-0.4633, -0.5052, 3.3724], [0.8717, -2.0476, 4.0406], [1.9957, -1.1010, -1.0480], [3.1830, 0.0202, -0.6927], [3.5593, -2.1718, 0.2966], [3.5609, -3.2506, 2.1523], [2.2957, -2.9752, 3.3382], [0.7942, 2.3950, 1.2089], [-0.0265, 2.4909, 0.0533], [0.5061, 2.7915, -1.2087], [-0.3043, 2.6785, -2.3086], [-1.6496, 2.2838, -2.1808], [-2.1839, 2.0282, -0.9420], [-1.3796, 2.1058, 0.2051], [-2.6883, 2.0733, -3.6420], [-2.9399, 0.6453, -3.6034], [-1.8388, 2.5318, -4.7228], [-3.8344, 2.9068, -3.3451], [1.7476, 2.6999, 1.0624], [0.4057, 2.7937, 2.0547], [1.5466, 3.0821, -1.2980], [0.0611, 2.8783, -3.3076], [-3.2306, 1.7678, -0.8548], [-1.8257, 2.0443, 1.1937], [-1.0673, -3.1899, 1.0657], [-0.3443, -2.5000, 0.1600], [0.7113, -2.9033, -0.3018], [-0.8812, -1.1232, -0.2126], [-2.2903, -0.9605, 0.0827], [-3.4106, -0.9269, 0.3393], [-0.4639, -0.7653, -1.5520], [0.0239, -0.5043, -2.5602], [-0.7760, -4.1339, 1.2585], [-2.0094, -2.9182, 1.2988]]
}


2.
{
  "formula": "C5H11NO",
  "method": "ωB97M-V with the def2-TZVPD basis set",
  "de_lowest_kj_mol": 498.2,
  "lumo_energy_ev": 0.73,
  "max_force_ha_per_bohr": 0.0771,
  "homo_lumo_gap_ev": 8.56,
  "species": ["C", "C", "C", "N", "H", "H", "H", "H", "H", "H", "H", "C", "C", "O", "H", "H", "H", "H"],
  "xyz": [[-1.4906, -0.5527, 0.5255], [1.1855, -1.7621, 0.2499], [-0.1369, -0.0234, 0.8944], [0.1898, 0.3259, 2.0658], [1.1297, 0.6943, 2.1856], [-1.4984, -0.9348, -0.4950], [-2.2368, 0.2366, 0.6270], [-1.7611, -1.3693, 1.1982], [2.2147, -1.5553, 0.5413], [0.6936, -2.3601, 1.0139], [1.0959, -2.2791, -0.7073], [-0.3746, 1.6577, -1.6372], [0.5136, 1.2485, -0.4884], [1.4882, 1.8634, -0.1553], [0.8158, -0.4555, -0.0877], [-0.4589, 0.8397, -2.3557], [0.0052, 2.5580, -2.1257], [-1.3749, 1.8682, -1.2494]]
}


3.
{
  "formula": "C8H17BrGaO2",
  "method": "ωB97M-V with the def2-TZVPD basis set",
  "lumo_energy_ev": 3.10,
  "max_force_ha_per_bohr": 0.0130,
  "total_charge": -1,
  "homo_lumo_gap_ev": 8.21,
  "species": ["C", "C", "C", "O", "O", "C", "C", "Ga", "C", "C", "C", "Br", "H", "H", "H", "H", "H", "H", "H", "H", "H", "H", "H", "H", "H", "H", "H", "H", "H"],
  "xyz": [[-2.4321, 3.0923, 1.2433], [-1.9021, 2.3012, 2.4383], [-0.4220, 1.9796, 2.4385], [0.1439, 1.5729, 3.4250], [0.1787, 2.1779, 1.2620], [1.0623, 1.0834, 0.7680], [0.4396, -0.2715, 0.7675], [1.7647, -1.6559, 0.0080], [1.8041, -1.4694, -2.0406], [0.7387, -2.1646, -2.8783], [-0.3865, -2.8455, -2.1203], [-0.1281, -0.9086, -4.1772], [-3.2727, 3.7240, 1.5359], [-1.6543, 3.7289, 0.8235], [-2.7699, 2.4317, 0.4449], [-2.3760, 1.3156, 2.4900], [-2.1265, 2.7967, 3.3847], [1.2835, 1.4193, -0.2450], [1.9869, 1.1131, 1.3452], [-0.4743, -0.2715, 0.1616], [0.1972, -0.6018, 1.7809], [3.2377, -1.2692, 0.5452], [1.3108, -3.1151, 0.5168], [1.7764, -0.3941, -2.2319], [2.7868, -1.8108, -2.3801], [1.2019, -2.8925, -3.5438], [-1.1590, -3.2170, -2.7957], [0.0336, -3.6861, -1.5648], [-0.8433, -2.1630, -1.4015]]
}


4.
{
  "formula": "C5H7NOS",
  "method": "ωB97M-V with the def2-TZVPD basis set",
  "de_lowest_kj_mol": 425.3,
  "smiles": "S=C1CN2CC(C2)O1",
  "lumo_energy_ev": 0.58,
  "max_force_ha_per_bohr": 0.0870,
  "homo_lumo_gap_ev": 8.99,
  "species": ["C", "C", "C", "C", "C", "H", "H", "H", "H", "H", "H", "H", "N", "O", "S"],
  "xyz": [[-1.3036, -0.0565, 0.9308], [-1.2207, -0.4500, -0.6572], [0.6058, 1.0640, -0.7485], [0.9273, 0.5171, 0.7066], [1.0345, -0.8120, 0.0064], [-1.8098, -1.4697, -0.5793], [-1.6646, 0.3574, -1.1900], [1.4507, 1.1058, -1.6032], [-0.1469, 1.8048, -0.9040], [1.8295, 0.7247, 1.4316], [2.1417, -1.1261, -0.3458], [0.9299, -1.7479, 0.6866], [0.1075, -0.3319, -1.0730], [-0.2854, 0.5304, 1.5743], [-2.5959, -0.1101, 1.7647]]
}


5.
{
  "formula": "CH4Br2N",
  "method": "ωB97M-V with the def2-TZVPD basis set",
  "de_lowest_kj_mol": 363.7,
  "lumo_energy_ev": [-6.15, -6.16],
  "max_force_ha_per_bohr": 0.0743,
  "total_charge": 1,
  "homo_lumo_gap_ev": [8.70, 8.70],
  "species": ["C", "N", "Br", "Br", "H", "H", "H", "H"],
  "xyz": [[0.6152, -0.1262, -0.0519], [-0.8600, 0.0507, -0.0571], [1.0595, -1.4909, 1.3583], [1.4406, -0.4907, -1.7750], [1.1757, 1.6473, 0.5652], [-0.9324, 0.8507, -0.6135], [-0.9571, 0.3260, 0.8750], [-1.5414, -0.7670, -0.3009]]
}


Copy entry 2 word for word.
{
  "formula": "C5H11NO",
  "method": "ωB97M-V with the def2-TZVPD basis set",
  "de_lowest_kj_mol": 498.2,
  "lumo_energy_ev": 0.73,
  "max_force_ha_per_bohr": 0.0771,
  "homo_lumo_gap_ev": 8.56,
  "species": ["C", "C", "C", "N", "H", "H", "H", "H", "H", "H", "H", "C", "C", "O", "H", "H", "H", "H"],
  "xyz": [[-1.4906, -0.5527, 0.5255], [1.1855, -1.7621, 0.2499], [-0.1369, -0.0234, 0.8944], [0.1898, 0.3259, 2.0658], [1.1297, 0.6943, 2.1856], [-1.4984, -0.9348, -0.4950], [-2.2368, 0.2366, 0.6270], [-1.7611, -1.3693, 1.1982], [2.2147, -1.5553, 0.5413], [0.6936, -2.3601, 1.0139], [1.0959, -2.2791, -0.7073], [-0.3746, 1.6577, -1.6372], [0.5136, 1.2485, -0.4884], [1.4882, 1.8634, -0.1553], [0.8158, -0.4555, -0.0877], [-0.4589, 0.8397, -2.3557], [0.0052, 2.5580, -2.1257], [-1.3749, 1.8682, -1.2494]]
}